{
  "formula": "C45H47Cl2N2O8P2S2TeV",
  "method": "wB97M-V/def2-TZVPD",
  "symbols": ["V", "Cl", "C", "C", "C", "Cl", "C", "C", "C", "C", "N", "C", "C", "O", "H", "H", "H", "H", "C", "C", "O", "P", "S", "S", "O", "C", "C", "H", "H", "H", "H", "H", "H", "H", "H", "H", "H", "C", "C", "C", "C", "C", "O", "C", "C", "C", "C", "C", "C", "C", "O", "C", "C", "C", "N", "C", "C", "Te", "C", "C", "C", "C", "C", "C", "C", "C", "C", "C", "C", "C", "H", "H", "H", "H", "H", "H", "H", "H", "H", "H", "H", "H", "H", "H", "H", "H", "H", "H", "H", "H", "H", "H", "H", "H", "C", "O", "P", "O", "C", "O", "C", "H", "H", "H", "H", "H", "H", "H", "H", "H"],
  "xyz": [[0.827, 0.448, -0.503], [4.663, 1.374, -2.224], [4.795, 1.014, -0.526], [6.063, 0.899, 0.028], [6.178, 0.597, 1.363], [7.788, 0.519, 2.056], [5.063, 0.344, 2.160], [5.136, -0.104, 3.552], [4.050, -0.120, 4.313], [2.728, 0.359, 3.784], [2.655, 0.127, 2.327], [3.792, 0.451, 1.576], [3.640, 0.857, 0.228], [2.417, 1.080, -0.245], [6.939, 1.053, -0.588], [6.091, -0.444, 3.930], [4.089, -0.496, 5.331], [1.930, -0.220, 4.234], [-3.644, -5.330, 1.571], [-2.385, -5.311, 2.435], [-0.832, -3.876, 1.207], [1.449, -1.038, 1.817], [1.992, -1.750, 0.035], [-0.269, -0.294, 2.407], [1.727, -2.238, 2.900], [2.695, -3.264, 2.684], [2.901, -3.972, 4.004], [-4.539, -5.385, 2.205], [-3.630, -6.189, 0.896], [-3.715, -4.428, 0.962], [-2.354, -6.220, 3.043], [-2.410, -4.448, 3.117], [3.636, -2.837, 2.323], [2.324, -3.954, 1.923], [3.325, -3.286, 4.744], [3.582, -4.816, 3.869], [1.945, -4.346, 4.380], [-5.695, 0.966, -2.462], [-4.337, 0.500, -1.995], [-3.967, -0.830, -2.064], [-2.713, -1.313, -1.675], [-2.530, -2.816, -1.910], [-3.013, -3.216, -2.966], [-1.857, -3.752, -0.989], [-1.640, -5.094, -1.465], [-1.192, -6.189, -0.714], [-0.891, -6.310, 0.627], [-1.056, -5.251, 1.656], [-1.555, -3.263, 0.238], [-1.777, -0.363, -1.248], [-0.479, -0.609, -0.955], [-2.155, 0.988, -1.112], [-3.410, 1.411, -1.491], [-1.086, 1.929, -0.596], [0.081, 2.062, -1.350], [-0.058, 2.124, -2.815], [0.906, 1.198, -3.546], [0.715, 1.410, -5.666], [-1.299, 0.770, -5.705], [-2.236, 1.492, -6.441], [-3.570, 1.098, -6.449], [-3.974, -0.008, -5.711], [-3.044, -0.728, -4.969], [-1.707, -0.343, -4.973], [-1.332, 2.710, 0.518], [-0.589, 4.048, 0.738], [-1.093, 4.796, 1.943], [-2.039, 4.328, 2.759], [-2.685, 3.042, 2.533], [-2.344, 2.303, 1.462], [-6.323, 0.119, -2.746], [-5.601, 1.624, -3.331], [-6.212, 1.528, -1.679], [-4.673, -1.561, -2.444], [-1.861, -5.262, -2.510], [-1.052, -7.103, -1.294], [-0.493, -7.252, 1.000], [-0.272, -5.374, 2.410], [-1.847, -2.262, 0.530], [-3.669, 2.463, -1.389], [0.121, 3.154, -3.139], [-1.072, 1.869, -3.124], [0.710, 0.153, -3.302], [1.950, 1.420, -3.316], [-1.926, 2.370, -6.997], [-4.295, 1.671, -7.016], [-5.016, -0.306, -5.703], [-3.354, -1.577, -4.365], [-0.994, -0.912, -4.384], [-0.732, 4.659, -0.160], [-0.647, 5.761, 2.135], [-2.347, 4.925, 3.611], [-3.432, 2.682, 3.229], [-2.818, 1.342, 1.304], [2.977, 5.579, 1.858], [1.615, 5.299, 1.623], [1.305, 3.971, 0.662], [1.454, 4.720, -0.821], [2.568, 4.377, -1.622], [1.370, 2.398, 3.524], [2.481, 1.827, 4.168], [3.033, 6.373, 2.602], [3.482, 5.921, 0.947], [3.513, 4.699, 2.237], [3.094, 5.289, -1.916], [2.237, 3.856, -2.525], [3.272, 3.725, -1.091], [2.353, 1.863, 5.258], [3.363, 2.425, 3.917], [0.717, 1.701, 3.333]],
  "e_homo_ev": [0.00, 0.00],
  "lumo_energy_ev": [3.442, 3.440],
  "charge": -2,
  "multiplicity": 3,
  "orbital_gap_ev": [3.4, 3.4],
  "s_squared": 2.06
}



{
  "formula": "C18H25LiN4S2Si",
  "method": "wB97M-V/def2-TZVPD",
  "symbols": ["Li", "C", "S", "C", "S", "N", "N", "C", "C", "C", "C", "C", "C", "N", "H", "H", "H", "H", "H", "H", "H", "H", "C", "Si", "C", "C", "N", "C", "C", "C", "C", "C", "C", "H", "H", "H", "H", "H", "H", "H", "H", "H", "H", "H", "H", "H", "H", "C", "H", "H", "H"],
  "xyz": [[0.042, -0.006, 0.573], [-3.389, -3.174, -2.540], [-1.653, -3.627, -2.381], [-1.058, -2.582, -1.020], [-2.007, -1.284, -0.420], [0.121, -2.976, -0.699], [0.742, -2.169, 0.324], [2.150, -2.074, 0.073], [2.781, -0.867, 0.126], [4.213, -0.727, -0.083], [4.806, 0.491, -0.002], [4.037, 1.649, 0.283], [2.679, 1.453, 0.456], [2.047, 0.286, 0.396], [-3.760, -3.722, -3.409], [-3.490, -2.102, -2.689], [-3.958, -3.459, -1.657], [2.684, -2.992, -0.167], [4.793, -1.617, -0.302], [5.878, 0.576, -0.161], [4.474, 2.636, 0.348], [2.030, 2.305, 0.659], [-2.033, 1.993, 4.100], [-0.500, 1.902, 2.976], [0.431, 0.384, 3.581], [0.587, 3.386, 3.448], [-0.811, 1.735, 1.322], [-1.452, 2.660, 0.566], [-1.606, 2.453, -0.835], [-2.235, 3.367, -1.652], [-2.764, 4.558, -1.146], [-2.639, 4.789, 0.217], [-2.010, 3.876, 1.051], [-1.750, 1.903, 5.155], [-2.696, 1.159, 3.854], [-2.603, 2.917, 3.981], [0.790, 0.546, 4.603], [1.296, 0.177, 2.944], [-0.212, -0.500, 3.587], [0.721, 3.446, 4.534], [0.171, 4.334, 3.100], [1.574, 3.264, 2.993], [-1.224, 1.525, -1.244], [-2.324, 3.148, -2.712], [-3.258, 5.273, -1.793], [-3.042, 5.702, 0.648], [-1.940, 4.102, 2.109], [0.460, -2.823, 1.601], [0.966, -2.275, 2.395], [0.820, -3.864, 1.600], [-0.618, -2.816, 1.782]],
  "relative_energy_kj_mol": 7.88,
  "e_homo_ev": -0.15,
  "lumo_energy_ev": 4.700,
  "charge": -2,
  "orbital_gap_ev": 4.8
}



{
  "formula": "C5H5NO",
  "method": "wB97M-V/def2-TZVPD",
  "symbols": ["N", "C", "C", "O", "C", "C", "C", "H", "H", "H", "H", "H"],
  "xyz": [[-1.077, -0.724, -1.558], [-0.703, -1.638, -2.199], [-0.998, 0.246, -0.524], [-1.214, -0.334, 0.765], [0.029, 0.214, 1.213], [1.172, -0.397, 0.488], [0.395, 0.727, -0.152], [-1.703, 1.061, -0.713], [0.040, 0.684, 2.188], [2.153, -0.088, 0.845], [1.114, -1.418, 0.115], [0.835, 1.659, -0.480]],
  "relative_energy_kj_mol": 324.45,
  "e_homo_ev": -10.09,
  "lumo_energy_ev": 0.928,
  "charge": 0,
  "orbital_gap_ev": 11.0
}



{
  "formula": "C5H11NO",
  "method": "wB97M-V/def2-TZVPD",
  "symbols": ["C", "C", "C", "N", "C", "C", "O", "H", "H", "H", "H", "H", "H", "H", "H", "H", "H", "H"],
  "xyz": [[-0.820, -1.099, -0.790], [-0.926, 0.389, -0.459], [-1.847, 0.645, 0.756], [0.244, 1.135, -0.127], [1.937, -0.320, 0.750], [1.534, 0.642, -0.428], [1.569, 0.165, -1.649], [-0.561, -1.676, 0.104], [-1.793, -1.458, -1.140], [-0.061, -1.281, -1.555], [-1.381, 0.917, -1.316], [-1.921, 1.714, 0.962], [-2.843, 0.234, 0.570], [-1.431, 0.150, 1.641], [1.489, -0.038, 1.707], [1.587, -1.309, 0.452], [3.025, -0.341, 0.842], [2.198, 1.533, -0.320]],
  "relative_energy_kj_mol": 518.95,
  "e_homo_ev": [-8.85, -8.96],
  "lumo_energy_ev": [-2.271, -1.840],
  "charge": 0,
  "orbital_gap_ev": [6.6, 7.1]
}



Number 1: molar mass 1119.41 g mol⁻¹. Number 2: molar mass 396.59 g mol⁻¹. Number 3: molar mass 95.10 g mol⁻¹. Number 4: molar mass 101.15 g mol⁻¹.